Record 1
ORCA calculation (ωB97M-V with the def2-TZVPD basis set) on a structure of composition C27H47IrN5O4P2S5Sb at a distorted geometry.

Each line ends with the Mulliken spin population.
Positions of all 92 atoms, in Å:
Ir: -0.275 -0.528 -0.352  1.922
C: -4.794 0.214 -2.451  0.001
N: -3.649 0.309 -1.572  -0.011
C: -3.873 -0.212 -0.238  0.055
P: -2.567 1.556 -1.788  0.038
O: -1.392 1.495 -0.909  0.009
O: -2.143 1.269 -3.350  -0.001
P: -0.668 0.604 -3.577  -0.018
O: -0.467 -0.628 -2.801  0.009
N: -0.643 0.283 -5.211  0.003
C: -1.428 -0.861 -5.628  0.002
C: -0.658 1.385 -6.149  0.001
N: 0.452 1.813 -3.342  0.000
C: 0.012 3.190 -3.211  0.001
C: 1.524 1.462 -2.426  0.026
N: -3.119 3.120 -1.942  0.002
C: -3.219 3.891 -0.715  0.001
C: -4.134 3.450 -2.919  0.001
H: -5.056 -0.841 -2.572  0.000
H: -4.524 0.621 -3.424  0.000
H: -5.665 0.747 -2.054  0.000
H: -4.141 -1.267 -0.312  0.002
H: -4.655 0.329 0.304  0.014
H: -2.941 -0.130 0.323  0.002
H: -1.352 -1.619 -4.854  -0.001
H: -1.017 -1.254 -6.558  0.000
H: -2.483 -0.613 -5.786  0.000
H: 0.036 2.146 -5.800  0.000
H: -1.655 1.826 -6.273  0.000
H: -0.319 1.017 -7.119  0.000
H: -0.851 3.367 -3.847  0.000
H: 0.829 3.842 -3.527  0.000
H: -0.262 3.433 -2.180  0.001
H: 1.884 0.467 -2.677  -0.003
H: 1.206 1.471 -1.372  -0.003
H: 2.339 2.178 -2.551  0.000
H: -2.425 3.586 -0.036  0.007
H: -4.178 3.754 -0.208  0.001
H: -3.092 4.949 -0.948  -0.004
H: -3.987 2.850 -3.815  0.000
H: -4.024 4.506 -3.182  0.000
H: -5.147 3.292 -2.536  0.000
S: -4.466 2.094 2.166  0.274
Sb: -2.606 2.626 3.474  -0.064
S: -0.619 1.777 1.994  0.216
S: -0.974 -0.180 1.953  0.506
S: -2.382 4.842 2.728  0.813
O: 1.961 -0.636 0.736  0.020
S: 1.974 -0.947 2.199  0.047
C: 3.663 -1.716 2.431  0.015
C: 4.138 -1.528 3.826  -0.004
C: 3.429 -2.104 4.875  0.004
C: 3.820 -1.897 6.184  -0.001
C: 4.923 -1.108 6.463  0.002
C: 5.645 -0.546 5.426  0.000
C: 5.251 -0.749 4.115  0.003
C: 2.363 0.656 3.026  -0.015
C: 1.997 0.638 4.475  0.011
C: 0.836 -0.004 4.888  0.012
C: 0.441 0.031 6.211  0.000
C: 1.204 0.713 7.145  0.001
C: 2.363 1.352 6.743  -0.001
C: 2.762 1.308 5.420  0.005
H: 4.320 -1.279 1.684  0.000
H: 3.504 -2.768 2.202  0.000
H: 2.565 -2.714 4.656  0.000
H: 3.255 -2.340 6.990  0.000
H: 5.222 -0.931 7.485  0.000
H: 6.512 0.062 5.635  0.000
H: 5.820 -0.310 3.306  0.000
H: 1.729 1.377 2.503  -0.001
H: 3.410 0.901 2.862  0.001
H: 0.236 -0.531 4.162  -0.011
H: -0.469 -0.466 6.510  0.001
H: 0.893 0.753 8.180  0.000
H: 2.958 1.898 7.459  0.000
H: 3.671 1.807 5.118  0.001
C: 1.173 -5.469 -1.935  0.004
C: 1.350 -3.960 -2.126  0.022
C: 2.814 -3.562 -1.884  0.002
C: 0.898 -3.548 -3.535  -0.001
C: 0.543 -3.221 -1.177  0.025
N: -0.058 -2.561 -0.437  0.051
H: 1.764 -6.002 -2.675  0.000
H: 0.131 -5.753 -2.053  0.000
H: 1.500 -5.773 -0.944  0.000
H: 3.445 -3.985 -2.662  0.000
H: 3.152 -3.928 -0.917  0.000
H: 2.913 -2.479 -1.888  0.000
H: 1.554 -3.996 -4.279  0.000
H: 0.925 -2.465 -3.634  0.005
H: -0.122 -3.878 -3.718  -0.001

As for the expectation value of S²: 6.03. The spin multiplicity is 5. The HOMO energy (alpha / beta) comes out at -6.13 / -6.57 eV. Its energy is -4650.05472 Eh. The LUMO energy (alpha / beta) comes out at 0.253 / -1.226 eV. The relative energy (zero: lowest compared OMol25 entry of this formula, charge and spin) is 60.5 kcal/mol. As for the maximum force: 2.1 eV/A. Its net charge is 0.

Record 2
ORCA calculation (ωB97M-V with the def2-TZVPD basis set) on a cluster of 24 separate species, C14H76N18O24 in total at a distorted geometry.

Each line ends with the Löwdin charge.
Positions of all 132 atoms, in Å:
O: 1.499 1.618 2.712  -0.022
H: 1.184 2.211 2.031  0.038
H: 0.801 1.311 3.281  0.043
O: -0.739 -0.192 1.237  -0.045
H: -1.159 -0.929 0.788  0.012
H: -0.664 -0.400 2.182  0.010
O: 4.399 1.217 1.028  -0.062
H: 4.892 0.463 1.295  0.041
H: 4.373 1.674 1.896  0.016
O: -1.200 -3.094 -4.420  -0.068
H: -1.569 -2.329 -3.944  0.014
H: -0.720 -3.575 -3.723  0.033
O: -1.809 1.008 -2.423  -0.029
H: -1.965 1.631 -1.692  0.043
H: -1.213 1.393 -3.061  0.022
O: 0.299 3.754 0.374  -0.061
H: -0.266 4.402 0.804  0.055
H: -0.268 3.006 0.186  0.009
O: 4.128 2.361 3.627  -0.061
H: 3.160 2.383 3.553  0.019
H: 4.408 3.278 3.457  0.034
O: 1.027 -2.163 -6.105  -0.131
H: 0.143 -2.562 -5.903  0.026
H: 0.769 -1.184 -5.947  0.041
O: -3.037 -1.774 0.054  -0.084
H: -2.652 -2.068 -0.792  0.023
H: -3.113 -0.830 -0.176  0.037
O: 2.048 0.283 0.055  -0.078
H: 2.657 0.230 0.788  -0.021
H: 1.152 0.128 0.439  0.027
C: 6.180 -2.295 -1.887  -0.662
O: 6.504 -1.166 -2.255  -0.006
N: 6.798 -3.435 -2.079  0.186
N: 4.945 -2.386 -1.177  0.143
H: 7.713 -3.497 -2.420  0.101
H: 6.399 -4.279 -1.800  0.087
H: 4.201 -1.724 -1.361  0.067
H: 4.614 -3.364 -1.188  0.080
C: 1.749 -3.168 -2.567  -0.625
O: 2.018 -3.845 -1.567  -0.043
N: 1.437 -1.794 -2.469  0.178
N: 1.839 -3.730 -3.793  0.173
H: 1.846 -1.184 -3.179  0.035
H: 1.640 -1.467 -1.545  0.054
H: 1.811 -3.131 -4.604  0.053
H: 2.311 -4.597 -3.965  0.110
C: 3.591 0.795 -3.413  -0.586
O: 2.442 0.292 -3.547  -0.072
N: 4.297 1.207 -4.460  0.200
N: 3.962 1.028 -2.091  0.179
H: 4.075 0.692 -5.300  0.120
H: 5.232 1.536 -4.389  0.107
H: 3.185 1.001 -1.376  0.078
H: 4.798 1.552 -1.826  0.106
C: 3.667 4.960 1.446  -0.666
O: 4.646 5.026 2.126  0.051
N: 3.207 4.042 0.550  0.177
N: 2.638 5.894 1.701  0.125
H: 3.782 3.249 0.236  0.091
H: 2.251 4.004 0.246  0.045
H: 2.093 6.289 0.966  0.074
H: 2.921 6.549 2.405  0.085
C: -1.114 -3.788 6.381  -0.706
O: -1.443 -3.145 7.364  0.009
N: 0.128 -3.612 5.880  0.148
N: -1.871 -4.742 5.724  0.138
H: 0.653 -2.809 6.269  0.119
H: 0.464 -3.788 4.955  0.056
H: -2.882 -4.785 5.788  0.098
H: -1.450 -5.234 4.909  0.113
C: -5.893 -1.416 4.232  -0.702
O: -5.261 -2.106 4.955  0.041
N: -5.609 -1.061 2.957  0.157
N: -7.144 -0.882 4.647  0.120
H: -6.239 -0.470 2.402  0.113
H: -4.628 -1.331 2.720  0.105
H: -7.308 -0.918 5.647  0.095
H: -7.371 0.010 4.161  0.097
C: 0.396 -3.326 1.734  -0.660
O: 0.075 -2.976 2.846  -0.011
N: 1.637 -3.163 1.193  0.192
N: -0.537 -3.866 0.866  0.153
H: 2.264 -2.524 1.634  0.053
H: 1.798 -3.401 0.201  0.055
H: -1.541 -3.864 1.099  0.103
H: -0.330 -4.090 -0.114  0.098
C: -2.190 -0.599 4.541  -0.632
O: -1.256 0.174 4.348  -0.004
N: -2.355 -1.719 3.772  0.191
N: -3.155 -0.318 5.499  0.181
H: -3.049 -2.388 4.023  0.071
H: -1.592 -2.021 3.192  0.046
H: -2.738 0.233 6.173  0.075
H: -3.712 -1.125 5.743  0.066
C: -3.157 2.678 0.701  -0.578
O: -2.207 2.973 -0.043  -0.014
N: -4.540 2.943 0.319  0.141
N: -3.008 2.149 1.922  0.187
H: -4.621 3.689 -0.379  0.077
H: -5.105 3.102 1.125  0.067
H: -2.134 1.771 2.303  0.103
H: -3.827 1.779 2.392  0.102
C: 0.660 3.204 -3.088  -0.106
O: -0.571 3.050 -3.844  -0.138
H: 0.627 4.145 -2.523  0.080
H: 0.746 2.333 -2.423  0.077
H: 1.508 3.184 -3.800  0.079
H: -0.693 3.815 -4.383  0.069
C: 2.872 -1.502 4.008  -0.111
O: 2.808 -0.999 2.658  -0.174
H: 2.035 -1.067 4.609  0.094
H: 2.874 -2.583 4.006  0.072
H: 3.806 -1.151 4.457  0.079
H: 2.295 -0.168 2.668  0.035
C: -4.080 -0.910 -2.856  -0.089
O: -2.754 -1.460 -2.588  -0.228
H: -4.130 0.127 -2.670  0.054
H: -4.243 -1.182 -3.903  0.092
H: -4.673 -1.470 -2.195  0.061
H: -2.140 -0.634 -2.585  0.071
C: 1.131 1.473 -6.791  -0.127
O: 0.732 0.606 -5.738  -0.156
H: 2.044 1.215 -7.307  0.073
H: 0.277 1.372 -7.479  0.091
H: 1.137 2.485 -6.392  0.068
H: 1.389 0.596 -5.035  0.022
C: -6.109 3.922 -3.155  -0.140
O: -6.056 4.815 -2.009  -0.128
H: -5.340 3.182 -3.185  0.052
H: -7.054 3.284 -3.084  0.096
H: -6.122 4.374 -4.146  0.074
H: -6.478 5.604 -2.331  0.062

The HOMO energy comes out at -9.37 eV. Its energy is -3370.76367 Eh. The LUMO energy comes out at -0.067 eV. As for the maximum force: 5.6 eV/A. Its net charge is 0.

Record 3
ORCA calculation (ωB97M-V with the def2-TZVPD basis set) on the molecule C4H9NO2 at a distorted geometry.

Each line ends with the Löwdin charge.
Positions of all 16 atoms, in Å:
C: 1.283 2.103 0.114  -0.079
C: 0.967 0.649 0.103  -0.428
O: 1.103 0.206 1.442  -0.019
C: -0.573 0.572 -0.270  -0.080
C: -0.915 -0.889 -0.268  -0.574
N: -0.829 -1.504 -1.567  0.079
O: -1.383 -1.548 0.577  0.109
H: 1.229 2.399 -1.028  0.119
H: 0.465 2.795 0.650  0.139
H: 2.257 2.248 0.462  0.052
H: 1.595 0.038 -0.506  0.140
H: 0.710 0.854 1.973  0.060
H: -1.309 1.029 0.403  0.135
H: -0.615 1.031 -1.259  0.112
H: -0.002 -1.210 -2.287  0.146
H: -0.866 -2.534 -1.660  0.089

The HOMO energy comes out at -9.69 eV. Its energy is -363.01266 Eh. The LUMO energy comes out at 0.796 eV. The relative energy (zero: lowest compared OMol25 entry of this formula, charge and spin) is 45.7 kcal/mol. As for the maximum force: 4.8 eV/A. Its net charge is 0.